A 4-piece molecular cluster, C6H19NO4 overall, computed with the ωB97M-V functional and the def2-TZVPD basis.

Values from the calculation:
Orbital gap (alpha / beta) (eV): 2.36 / 6.13
Expectation value of S²: 0.75
ΔE to the lowest compared entry with this formula, charge and spin (kJ/mol): 174.5
E_LUMO (alpha / beta) (eV): 2.814 / 2.647

```
! RIJCOSX wB97M-V def2-TZVPD def2/J DEFGRID3
* xyz -1 2
C 2.596 0.328 1.394
C 1.934 0.579 0.073
N 0.549 0.960 0.009
C 0.044 2.094 0.758
C -1.360 1.883 1.360
C 0.250 1.253 -1.414
C 0.121 -0.034 -2.227
O -0.422 0.094 -3.336
H 1.872 -0.295 2.176
H 3.448 -0.213 1.380
H 2.812 1.276 1.836
H 2.150 -0.426 -0.557
H 2.602 1.358 -0.377
H 0.185 3.076 0.201
H 0.532 2.267 1.720
H -1.306 1.960 2.474
H -2.040 2.599 0.952
H -1.970 0.910 1.311
H 0.986 1.887 -1.874
H -0.697 1.756 -1.498
H 0.511 -0.897 -1.799
H 2.049 -2.238 2.660
H 0.725 -2.838 3.252
O 1.187 -2.507 2.489
H -0.989 -1.054 0.391
H -0.581 -2.045 1.454
O -1.343 -1.637 0.930
H -2.981 -2.241 -0.571
H -2.607 -1.091 -1.758
O -3.179 -1.837 -1.470
*
```



A 3-piece molecular cluster, CH10N2O2 overall, computed with the ωB97M-V functional and the def2-TZVPD basis.

Values from the calculation:
Orbital gap (eV): 10.12
ΔE to the lowest compared entry with this formula, charge and spin (kJ/mol): 50.2
E_LUMO (eV): 0.568

```
! RIJCOSX wB97M-V def2-TZVPD def2/J DEFGRID3
* xyz 0 1
N 0.325 -1.356 0.638
C 1.054 -1.663 1.873
N 0.398 -2.641 2.717
H -0.257 -2.135 0.371
H 0.928 -1.179 -0.157
H 1.201 -0.760 2.464
H 2.045 -2.027 1.645
H -0.588 -2.441 2.812
H 0.474 -3.562 2.301
O -2.696 2.841 -2.837
H -2.526 2.267 -2.077
H -2.145 3.615 -2.639
O 1.077 2.174 -1.767
H 0.619 1.835 -0.997
H 2.018 2.273 -1.623
*
```



A 8-piece molecular cluster, C22H45Br2Cl15NO3P2 overall, computed with the ωB97M-V functional and the def2-TZVPD basis.

Values from the calculation:
Orbital gap (eV): 8.84
E_LUMO (eV): -3.075

```
! RIJCOSX wB97M-V def2-TZVPD def2/J DEFGRID3
* xyz 1 1
C 2.991 -1.170 0.272
C 1.541 -0.680 0.432
C 1.120 0.391 -0.575
Br 2.099 2.039 -0.379
P -0.694 0.596 -0.516
C -1.238 0.842 1.212
C -0.668 2.059 1.904
O -0.412 3.097 1.391
Cl -0.492 1.807 3.631
C -1.356 -0.971 -1.162
C -2.055 -1.897 -0.135
O -1.532 -3.215 -0.251
C -3.562 -1.923 -0.403
N -4.151 -0.576 -0.449
P -1.651 2.107 -1.928
O -1.267 3.537 -1.329
Br -0.186 1.768 -3.541
H 3.019 -2.258 0.193
H 3.594 -0.848 1.119
H 3.464 -0.762 -0.631
H 1.405 -0.301 1.450
H 0.862 -1.533 0.290
H 1.317 0.039 -1.595
H -2.332 0.947 1.237
H -0.994 -0.049 1.798
H -0.518 -1.503 -1.624
H -2.061 -0.707 -1.960
H -1.884 -1.546 0.885
H -1.102 -3.482 0.570
H -4.034 -2.548 0.360
H -3.716 -2.409 -1.373
H -3.559 0.151 -0.086
H -4.439 -0.326 -1.384
H -0.379 3.878 -1.541
Cl -2.239 -0.482 -5.881
C -2.898 0.724 -7.022
C -3.736 1.760 -6.319
Cl -5.233 1.071 -5.639
H -3.472 0.182 -7.768
H -2.051 1.208 -7.505
H -4.028 2.534 -7.027
H -3.187 2.219 -5.500
Cl -7.192 3.745 2.522
C -7.274 3.379 0.780
C -6.441 2.177 0.419
Cl -4.699 2.517 0.660
H -6.945 4.264 0.242
H -8.315 3.183 0.533
H -6.580 1.927 -0.631
H -6.681 1.311 1.027
Cl 0.736 6.455 -1.564
C 0.753 6.102 0.188
C 1.015 7.314 1.033
Cl 2.681 7.913 0.818
H 1.515 5.347 0.357
H -0.220 5.692 0.441
H 0.908 7.046 2.081
H 0.328 8.124 0.803
Cl -3.858 7.672 0.828
C -3.925 5.983 1.389
C -3.442 5.844 2.809
Cl -1.686 6.163 2.948
H -3.330 5.386 0.702
H -4.963 5.659 1.330
H -3.621 4.830 3.162
H -3.947 6.544 3.468
Cl 3.792 -4.672 -0.547
C 5.408 -4.742 0.215
C 6.515 -4.544 -0.787
Cl 6.627 -5.913 -1.917
H 5.492 -5.708 0.707
H 5.443 -3.954 0.965
H 7.465 -4.483 -0.259
H 6.373 -3.639 -1.372
Cl -0.427 -2.315 3.088
C 0.414 -2.315 4.675
C 1.631 -1.423 4.678
Cl 2.920 -2.061 3.622
H 0.672 -3.347 4.894
H -0.307 -1.962 5.409
H 2.037 -1.364 5.685
H 1.387 -0.420 4.336
Cl 7.358 -8.412 0.900
C 8.190 -8.900 -0.601
C 9.121 -10.062 -0.376
Cl 10.521 -9.611 0.630
H 8.722 -8.032 -0.978
H 7.417 -9.180 -1.315
H 9.511 -10.403 -1.334
H 8.613 -10.888 0.115
*
```



An isolated molecule of C24H26N2O5S2, computed with the ωB97M-V functional and the def2-TZVPD basis.

Values from the calculation:
Orbital gap (eV): 8.42
ΔE to the lowest compared entry with this formula, charge and spin (kJ/mol): 13.5
E_LUMO (eV): 0.092

```
! RIJCOSX wB97M-V def2-TZVPD def2/J DEFGRID3
* xyz 0 1
C -5.902 1.369 -1.364
C -4.473 0.929 -1.434
C -4.127 -0.253 -2.082
C -2.810 -0.656 -2.169
C -1.805 0.128 -1.603
C -0.424 -0.281 -1.663
N 0.594 0.368 -1.165
C 1.690 -0.385 -1.447
S 3.280 0.289 -0.999
O 4.066 0.418 -2.193
O 3.837 -0.537 0.055
C 2.832 1.877 -0.339
C 2.905 2.992 -1.149
C 2.499 4.215 -0.646
C 2.016 4.321 0.656
C 1.594 5.649 1.202
C 1.954 3.180 1.450
C 2.361 1.954 0.956
C 1.284 -1.511 -2.121
S 2.096 -2.898 -2.775
C 3.120 -3.388 -1.339
C 2.194 -3.657 -0.156
O 1.462 -4.624 -0.111
N 2.254 -2.707 0.792
C 1.389 -2.705 1.947
C 0.169 -1.778 1.745
C -0.957 -2.467 0.967
C -1.786 -3.083 2.092
C -1.641 -2.030 3.189
O -0.374 -1.417 3.006
O -0.060 -1.437 -2.257
C -2.142 1.315 -0.950
C -3.463 1.704 -0.871
H -6.144 1.973 -2.239
H -6.572 0.513 -1.353
H -6.080 1.974 -0.479
H -4.901 -0.864 -2.522
H -2.548 -1.576 -2.669
H 3.282 2.885 -2.154
H 2.552 5.096 -1.268
H 2.450 6.150 1.655
H 1.210 6.291 0.412
H 0.831 5.531 1.967
H 1.581 3.252 2.461
H 2.323 1.063 1.563
H 3.858 -2.613 -1.142
H 3.600 -4.312 -1.659
H 2.884 -1.918 0.676
H 1.950 -2.354 2.816
H 1.054 -3.730 2.121
H 0.509 -0.857 1.251
H -1.549 -1.728 0.425
H -0.576 -3.208 0.269
H -1.349 -4.030 2.409
H -2.823 -3.248 1.813
H -2.421 -1.262 3.097
H -1.678 -2.450 4.198
H -1.353 1.907 -0.513
H -3.720 2.622 -0.363
*
```



C17H31N3P2Re as an isolated structure, computed with the ωB97M-V functional and the def2-TZVPD basis.

Values from the calculation:
Orbital gap (alpha / beta) (eV): 5.49 / 5.49
Expectation value of S²: 3.78
ΔE to the lowest compared entry with this formula, charge and spin (kJ/mol): 430.7
E_LUMO (alpha / beta) (eV): -9.198 / -9.264

```
! RIJCOSX wB97M-V def2-TZVPD def2/J DEFGRID3
* xyz 2 4
P 0.160 -2.778 -1.322
P -0.449 0.437 -1.209
C -0.474 -1.977 -2.887
C -0.017 -0.540 -2.899
H -1.576 -2.072 -2.900
H -0.060 -2.495 -3.774
H 1.086 -0.463 -2.957
H -0.435 -0.002 -3.763
C -2.042 1.397 -2.437
H -2.455 2.390 -2.247
H -2.859 0.667 -2.576
H -1.558 1.463 -3.420
C 0.792 1.733 -1.855
H 0.660 1.855 -2.941
H 1.820 1.365 -1.710
H 0.704 2.704 -1.364
C -1.025 -4.109 -1.173
H -1.197 -4.307 -0.113
H -0.623 -5.013 -1.631
H -1.966 -3.835 -1.667
C 1.729 -3.524 -2.000
H 2.439 -2.716 -2.251
H 1.441 -4.103 -2.899
H 2.137 -4.176 -1.211
Re 0.591 -1.208 0.142
C 0.743 3.064 2.815
C -0.462 3.268 2.273
C -1.055 3.144 0.886
C -1.962 1.914 0.755
C -2.061 1.166 -0.545
C 1.929 0.215 0.919
C 1.834 1.696 0.978
C 1.976 2.373 2.347
C 1.312 -2.848 1.283
H 0.887 3.467 3.816
H -1.212 3.690 2.971
H -0.385 3.235 0.027
H -1.738 4.006 0.787
H -1.638 1.142 1.493
H -2.949 2.232 1.125
H -2.871 0.412 -0.525
H 2.660 -0.204 1.637
H 0.839 1.966 0.632
H 2.539 2.156 0.257
H 2.267 1.612 3.071
H 2.835 3.046 2.274
H 1.862 -2.368 2.107
H 2.025 -3.510 0.780
H 0.490 -3.449 1.704
N -0.544 -0.967 1.618
C -0.887 -0.764 2.742
N -1.337 -0.826 3.914
C -1.056 -0.081 4.966
N -0.867 0.519 5.956
*
```



C45H38N8NiOS4 as an isolated structure, computed with the ωB97M-V functional and the def2-TZVPD basis.

Values from the calculation:
Orbital gap (alpha / beta) (eV): 6.78 / 6.74
Expectation value of S²: 2.01
E_LUMO (alpha / beta) (eV): 0.374 / 0.340

```
! RIJCOSX wB97M-V def2-TZVPD def2/J DEFGRID3
* xyz 0 3
Ni 1.625 1.492 2.212
N -0.075 4.938 4.278
C 0.221 3.758 3.655
S 1.225 3.848 2.246
N -0.353 2.702 4.166
N -0.097 1.519 3.520
C -0.939 0.605 3.808
C -1.025 -0.754 3.272
C -1.854 -1.633 3.984
C -2.028 -2.951 3.613
C -1.367 -3.441 2.492
C -0.573 -2.592 1.745
C -0.415 -1.264 2.117
O 0.421 -0.561 1.270
H 0.485 5.730 4.023
H -0.441 4.892 5.214
H -1.710 0.863 4.534
H -2.357 -1.253 4.866
H -2.673 -3.598 4.194
H -1.479 -4.475 2.192
H -0.059 -2.931 0.852
N 3.156 1.257 1.033
S 3.062 0.349 -0.204
N 0.360 -0.899 -2.279
S -1.057 -0.998 -2.022
N -1.833 -0.307 -0.680
S -1.220 0.904 0.043
N 0.095 0.778 0.897
C -0.843 2.279 -1.000
C -1.898 2.812 -1.732
C -1.620 3.788 -2.671
C -0.307 4.209 -2.861
C 0.730 3.662 -2.119
C 0.473 2.676 -1.177
C -2.590 1.484 1.026
C -3.661 0.650 1.312
C -4.635 1.100 2.189
C -4.526 2.361 2.763
C -3.449 3.184 2.461
C -2.467 2.746 1.589
C -1.733 -2.651 -1.792
C -1.011 -3.653 -2.419
C -1.388 -4.976 -2.241
C -2.476 -5.284 -1.434
C -3.190 -4.273 -0.805
C -2.820 -2.947 -0.980
C -2.130 -0.271 -3.287
C -3.510 -0.184 -3.164
C -4.232 0.482 -4.142
C -3.570 1.057 -5.223
C -2.189 0.961 -5.333
C -1.462 0.293 -4.357
C 3.153 -1.442 0.254
C 3.253 -1.784 1.588
C 3.252 -3.123 1.963
C 3.149 -4.113 0.994
C 3.046 -3.762 -0.347
C 3.042 -2.425 -0.721
C 4.719 0.300 -0.964
C 5.851 0.437 -0.185
C 7.099 0.355 -0.785
C 7.205 0.144 -2.156
C 6.060 0.027 -2.932
C 4.807 0.108 -2.334
H -2.910 2.460 -1.568
H -2.423 4.209 -3.262
H -0.092 4.968 -3.603
H 1.748 3.993 -2.276
H 1.267 2.226 -0.593
H -3.705 -0.331 0.859
H -5.477 0.462 2.428
H -5.285 2.699 3.457
H -3.359 4.161 2.917
H -1.602 3.364 1.363
H -0.152 -3.381 -3.022
H -0.829 -5.765 -2.728
H -2.763 -6.318 -1.287
H -4.033 -4.515 -0.169
H -3.347 -2.153 -0.472
H -4.008 -0.622 -2.307
H -5.309 0.561 -4.063
H -4.136 1.580 -5.984
H -1.678 1.411 -6.174
H -0.380 0.210 -4.389
H 3.319 -0.990 2.325
H 3.322 -3.390 3.011
H 3.146 -5.157 1.284
H 2.963 -4.533 -1.104
H 2.942 -2.141 -1.763
H 5.739 0.612 0.880
H 7.995 0.458 -0.183
H 8.183 0.074 -2.616
H 6.143 -0.120 -4.002
H 3.897 0.027 -2.919
N 3.901 1.872 4.118
C 2.906 1.552 3.621
H 4.792 2.313 4.199
*
```



E (eV)
-16206.7008; -8273.9944; -377672.9236; -60198.2341; -43282.4579; -145624.2809
Maximum force (eV/Å)
8.3; 1.0; 0.7; 1.3; 9.2; 1.3